# 1
{"formula": "C4H12O3", "method": "the ωB97M-V functional and the def2-TZVPD basis", "relative_energy_ev": 2.203, "largest_force_ev_per_a": 5.09, "energy_ha": -385.2408, "multiplicity": 1, "smiles": "C/C=C(/C)O.O.O", "species": ["C", "C", "C", "C", "O", "H", "H", "H", "H", "H", "H", "H", "H", "O", "H", "H", "O", "H", "H"], "xyz": [[-1.592, -1.432, -0.155], [-0.652, -0.421, -0.771], [-0.630, 0.817, -0.273], [-0.228, 2.123, -1.012], [-0.668, 1.096, 1.124], [-2.664, -1.243, -0.511], [-1.165, -2.448, -0.366], [-1.656, -1.210, 0.968], [0.146, -0.715, -1.527], [0.821, 2.480, -0.682], [-0.078, 1.797, -2.059], [-1.056, 2.735, -0.938], [-0.023, 1.790, 1.261], [1.052, -1.532, 2.126], [0.233, -1.036, 1.872], [0.660, -2.082, 2.816], [2.537, -0.010, -0.926], [1.808, -0.590, -0.701], [3.155, -0.119, -0.246]], "forces_ev_per_a": [[0.24, 0.04, 1.05], [-0.03, -0.37, -0.15], [2.76, 2.31, 0.71], [3.43, -3.73, -0.48], [-1.70, -1.12, -0.78], [1.60, -0.72, 0.13], [-1.07, 0.68, 0.44], [0.09, -0.67, -1.33], [-2.19, 0.70, -0.05], [-1.92, -0.03, -0.16], [-0.19, 0.53, 0.31], [-1.27, 1.84, 0.23], [0.03, 0.32, -0.03], [-1.58, 0.45, -0.03], [1.15, -0.07, -0.11], [0.50, -0.23, 0.07], [-1.22, 0.42, -1.68], [-0.07, -0.07, 0.27], [1.45, -0.29, 1.61]], "nbo_charge": [-0.65, -0.33, 0.35, -0.68, -0.73, 0.23, 0.22, 0.21, 0.22, 0.22, 0.23, 0.23, 0.49, -0.95, 0.48, 0.46, -0.94, 0.47, 0.47]}

=====

# 2
{"formula": "C4H12O3", "method": "the ωB97M-V functional and the def2-TZVPD basis", "relative_energy_ev": 1.769, "largest_force_ev_per_a": 6.49, "energy_ha": -385.2567, "multiplicity": 1, "smiles": "CC(C)C=O.O.O", "species": ["C", "C", "C", "C", "O", "H", "H", "H", "H", "H", "H", "H", "H", "O", "H", "H", "O", "H", "H"], "xyz": [[0.125, -0.230, 2.447], [0.234, -1.004, 1.189], [-0.314, -2.410, 1.225], [-0.361, -0.400, -0.006], [0.264, 0.055, -0.923], [0.383, 0.834, 2.271], [-0.924, -0.464, 2.948], [0.868, -0.635, 3.107], [1.392, -1.056, 0.817], [-0.764, -2.652, 2.245], [-1.114, -2.589, 0.562], [0.459, -3.162, 1.003], [-1.469, -0.538, -0.208], [2.216, -0.743, -5.243], [2.750, -1.452, -5.767], [2.635, -0.203, -4.660], [-2.132, 4.072, 1.790], [-2.605, 4.450, 1.053], [-2.493, 4.652, 2.513]], "forces_ev_per_a": [[-1.75, 0.14, 1.23], [3.28, -0.81, -1.89], [0.47, -1.47, 2.63], [-1.51, 0.25, -1.79], [0.48, 0.51, -0.20], [-0.64, -0.49, 0.38], [2.01, 1.10, -0.98], [0.28, -0.10, 0.65], [-2.49, 0.18, 1.22], [0.75, 0.24, -1.11], [-0.98, -0.02, -1.09], [-0.32, 0.27, 0.18], [0.44, 0.23, 0.77], [-1.80, -4.40, -4.42], [-0.92, 2.56, 2.11], [2.70, 1.83, 2.31], [-0.65, 1.07, 1.50], [-0.10, -0.06, -0.79], [0.75, -1.02, -0.70]], "nbo_charge": [-0.60, -0.34, -0.61, 0.45, -0.52, 0.23, 0.21, 0.22, 0.22, 0.21, 0.21, 0.23, 0.10, -0.96, 0.49, 0.48, -0.93, 0.46, 0.46]}

=====

# 3
{"formula": "C4H12O3", "method": "the ωB97M-V functional and the def2-TZVPD basis", "relative_energy_ev": 1.712, "largest_force_ev_per_a": 4.51, "energy_ha": -385.2588, "multiplicity": 1, "smiles": "C/C=C(/C)O.O.O", "species": ["C", "C", "C", "C", "O", "H", "H", "H", "H", "H", "H", "H", "H", "O", "H", "H", "O", "H", "H"], "xyz": [[-1.370, -1.433, 1.384], [-1.454, 0.118, 1.135], [-0.355, 0.873, 0.835], [-0.467, 2.335, 0.492], [0.891, 0.246, 0.667], [-2.345, -1.809, 1.355], [-0.631, -1.766, 0.644], [-0.823, -1.522, 2.281], [-2.166, 0.687, 1.666], [-0.417, 2.533, -0.572], [-1.501, 2.630, 0.533], [0.103, 3.046, 1.159], [1.466, 0.746, -0.150], [0.481, -1.755, -1.813], [-0.155, -1.982, -1.102], [-0.081, -1.881, -2.561], [2.919, 0.061, -2.031], [2.216, -0.624, -2.008], [3.690, -0.504, -1.913]], "forces_ev_per_a": [[1.81, 3.57, -1.53], [2.77, -0.67, 0.58], [-0.19, -1.16, -0.92], [-0.20, 0.54, 1.00], [1.05, 2.56, -3.25], [-1.09, -1.15, 0.00], [-0.70, -0.53, 0.00], [0.05, -0.65, 1.46], [-1.47, 0.40, -0.07], [1.35, -0.10, -0.39], [-0.74, -0.04, 0.94], [-0.23, -0.83, -1.07], [-2.31, -2.01, 3.31], [-0.37, -0.25, 1.18], [0.85, 0.36, -0.13], [-0.32, -0.03, -1.26], [-0.58, -0.91, 0.16], [0.00, 0.61, -0.04], [0.33, 0.30, 0.04]], "nbo_charge": [-0.63, -0.30, 0.33, -0.69, -0.72, 0.22, 0.19, 0.22, 0.20, 0.23, 0.23, 0.22, 0.51, -0.95, 0.48, 0.47, -0.96, 0.49, 0.47]}

=====

- Number 2 is which compound?
  C4H12O3

=====

What did the first record say?
{"formula": "C4H12O3", "method": "the ωB97M-V functional and the def2-TZVPD basis", "relative_energy_ev": 2.203, "largest_force_ev_per_a": 5.09, "energy_ha": -385.2408, "multiplicity": 1, "smiles": "C/C=C(/C)O.O.O", "species": ["C", "C", "C", "C", "O", "H", "H", "H", "H", "H", "H", "H", "H", "O", "H", "H", "O", "H", "H"], "xyz": [[-1.592, -1.432, -0.155], [-0.652, -0.421, -0.771], [-0.630, 0.817, -0.273], [-0.228, 2.123, -1.012], [-0.668, 1.096, 1.124], [-2.664, -1.243, -0.511], [-1.165, -2.448, -0.366], [-1.656, -1.210, 0.968], [0.146, -0.715, -1.527], [0.821, 2.480, -0.682], [-0.078, 1.797, -2.059], [-1.056, 2.735, -0.938], [-0.023, 1.790, 1.261], [1.052, -1.532, 2.126], [0.233, -1.036, 1.872], [0.660, -2.082, 2.816], [2.537, -0.010, -0.926], [1.808, -0.590, -0.701], [3.155, -0.119, -0.246]], "forces_ev_per_a": [[0.24, 0.04, 1.05], [-0.03, -0.37, -0.15], [2.76, 2.31, 0.71], [3.43, -3.73, -0.48], [-1.70, -1.12, -0.78], [1.60, -0.72, 0.13], [-1.07, 0.68, 0.44], [0.09, -0.67, -1.33], [-2.19, 0.70, -0.05], [-1.92, -0.03, -0.16], [-0.19, 0.53, 0.31], [-1.27, 1.84, 0.23], [0.03, 0.32, -0.03], [-1.58, 0.45, -0.03], [1.15, -0.07, -0.11], [0.50, -0.23, 0.07], [-1.22, 0.42, -1.68], [-0.07, -0.07, 0.27], [1.45, -0.29, 1.61]], "nbo_charge": [-0.65, -0.33, 0.35, -0.68, -0.73, 0.23, 0.22, 0.21, 0.22, 0.22, 0.23, 0.23, 0.49, -0.95, 0.48, 0.46, -0.94, 0.47, 0.47]}